Formula: C2H5N3O2S
Source: OMol25
Level of theory: wB97M-V/def2-TZVPD

Each line ends with the Löwdin charge.
Element x y z (Å)
S: 1.194764 1.642076 -0.404279  0.71
O: 2.845814 -0.810434 -0.138605  -0.15
O: -0.283173 0.092678 1.246818  -0.09
N: -1.258701 -0.952106 -0.870345  0.11
N: -1.481923 0.667232 0.798967  0.02
N: 1.547028 -0.756998 0.435968  -0.07
C: -1.875974 0.036999 -0.386755  -0.28
C: 0.759826 0.258464 0.381622  -0.93
H: 3.032784 0.556161 -0.052771  0.22
H: -1.571085 -1.276271 -1.807131  0.08
H: 1.201614 -1.619128 0.792288  0.16
H: -1.316450 1.644730 0.789867  0.09
H: -2.794521 0.516600 -0.785650  0.13

Forces on the atoms, in the same order (eV/Å):
S 0.5 0.7 -0.1
O -1.4 4.6 1.3
O -0.1 -0.1 0.2
N 0.0 0.0 -0.6
N 0.4 -1.9 0.1
N 2.2 -1.2 -0.8
C -0.9 0.6 -0.8
C 0.3 0.6 0.4
H -1.2 -3.9 -0.8
H -0.2 0.4 1.2
H 0.1 -0.7 0.3
H -0.3 1.2 -0.4
H 0.5 -0.2 0.0

Results
**M**: 135.15 g mol⁻¹
**Max |F|**: 5.0 eV/Å
**ΔE to the lowest compared entry with this formula, charge and spin**: 127.5 kcal per mole
**HOMO energy**: -9.04 eV
**DFT total energy**: -21550.3855 eV
**Orbital gap**: 9.61 eV
**E_LUMO**: 0.02103 Ha